# 1
The following is a DFT calculation (wB97M-V/def2-TZVPD) of a structure of composition C26H28CaI2N5Se2.

DFT total energy = -7357.1087 hartree
relative energy (zero: lowest compared OMol25 entry of this formula, charge and spin) = 16.51 kcal/mol
net charge = +1
LUMO level = -4.04 eV

Last column: natural (NBO) charge in e.
Atoms and positions in Å:
Ca1 -0.169 -0.664 -0.007  1.7531
C1 -1.242 1.991 -1.596  -0.4245
N1 -0.388 1.664 -0.454  -0.5534
C2 -0.976 2.209 0.781  -0.4302
C3 0.995 2.124 -0.600  0.0486
C4 1.239 3.302 -1.279  -0.2224
C5 2.533 3.771 -1.462  -0.2537
C6 3.578 3.026 -0.950  -0.1694
C7 3.347 1.852 -0.247  -0.3049
C8 2.051 1.367 -0.009  0.2353
N2 1.684 0.223 0.676  -0.9201
C9 2.375 -0.499 1.640  0.2378
C10 3.741 -0.449 1.956  -0.2823
C11 4.287 -1.206 2.981  -0.1752
C12 3.510 -2.059 3.741  -0.2470
C13 2.157 -2.148 3.448  -0.2150
C14 1.606 -1.409 2.420  0.0415
N3 0.160 -1.495 2.195  -0.5582
C15 -0.510 -0.728 3.247  -0.4112
C16 -0.350 -2.872 2.133  -0.4392
H1 -1.552 3.042 -1.601  0.1936
H2 -2.143 1.378 -1.553  0.2064
H3 -0.711 1.777 -2.526  0.2158
H4 -1.002 3.304 0.750  0.2061
H5 -0.365 1.908 1.633  0.2170
H6 -1.994 1.834 0.907  0.1987
H7 0.410 3.868 -1.681  0.2137
H8 2.713 4.691 -1.996  0.2215
H9 4.599 3.353 -1.094  0.2186
H10 4.202 1.303 0.099  0.2106
H11 4.405 0.188 1.403  0.2073
H12 5.346 -1.118 3.181  0.2193
H13 3.941 -2.640 4.543  0.2219
H14 1.526 -2.803 4.033  0.2092
H15 -0.455 -1.246 4.211  0.2004
H16 -1.555 -0.566 3.002  0.1788
H17 -0.018 0.238 3.346  0.2239
H18 -0.361 -3.357 3.115  0.2031
H19 0.293 -3.459 1.480  0.2196
H20 -1.371 -2.886 1.738  0.1984
Se1 -3.698 -0.871 -2.782  0.2170
Se2 -1.964 -2.351 -2.332  0.1931
C17 -0.528 -1.330 -3.118  0.0441
C18 -0.464 -1.029 -4.468  -0.2618
C19 0.665 -0.382 -4.943  -0.1306
C20 1.710 -0.111 -4.075  -0.2249
C21 1.579 -0.486 -2.749  0.0504
N4 0.471 -1.061 -2.274  -0.6079
C22 -4.159 -0.287 -1.008  0.0462
C23 -5.497 0.075 -0.881  -0.2714
C24 -5.946 0.516 0.348  -0.1278
C25 -5.046 0.545 1.403  -0.2430
C26 -3.741 0.162 1.162  0.0396
N5 -3.270 -0.229 -0.030  -0.5293
H21 -1.276 -1.297 -5.130  0.2440
H22 0.737 -0.117 -5.989  0.2397
H23 2.615 0.372 -4.411  0.2445
H24 2.373 -0.322 -2.032  0.2324
H25 -6.170 -0.005 -1.724  0.2417
H26 -6.978 0.808 0.484  0.2387
H27 -5.343 0.852 2.394  0.2384
H28 -3.034 0.170 1.974  0.1921
I1 1.437 -4.277 -1.304  0.0017
I2 -0.011 -6.149 -0.119  0.0397

# 2
The following is a DFT calculation (wB97M-V/def2-TZVPD) of a structure of composition C26H28CdN2S2Si.

DFT total energy = -2370.4228 hartree
relative energy (zero: lowest compared OMol25 entry of this formula, charge and spin) = 18.35 kcal/mol
net charge = 0
LUMO level = -0.87 eV

Last column: natural (NBO) charge in e.
Atoms and positions in Å:
C1 2.160 1.909 1.890  -0.5067
C2 2.152 0.488 2.010  -0.2778
C3 3.282 -0.013 1.317  -0.2853
H1 1.455 -0.082 2.632  0.2311
C4 4.047 1.065 0.833  -0.3043
C5 3.359 2.281 1.160  -0.4963
H2 3.792 3.287 1.150  0.2264
H3 1.546 2.590 2.470  0.2249
H4 3.568 -1.056 1.232  0.2288
H5 5.033 0.987 0.370  0.2215
Cd1 1.510 2.302 -0.352  1.3083
C6 -1.527 -1.020 1.922  -1.0802
H6 -1.099 -1.666 2.721  0.2159
H7 -1.058 -0.009 2.028  0.2104
H8 -2.612 -0.961 2.079  0.2414
Si1 -0.965 -1.854 0.212  0.9691
C7 -2.119 -3.330 0.524  -0.4737
C8 -1.824 -4.187 1.616  -0.2275
H9 -0.901 -4.055 2.197  0.2044
C9 -2.718 -5.201 2.000  -0.2249
H10 -2.471 -5.852 2.854  0.2068
C10 -3.927 -5.349 1.310  -0.2232
H11 -4.617 -6.151 1.593  0.2050
C11 -4.232 -4.504 0.236  -0.2429
H12 -5.175 -4.607 -0.301  0.2035
C12 -3.325 -3.518 -0.171  -0.1610
H13 -3.565 -2.874 -1.018  0.2015
C13 0.501 -2.598 -0.676  -0.4025
C14 0.563 -3.988 -0.996  -0.2471
H14 -0.294 -4.637 -0.785  0.2228
C15 1.697 -4.537 -1.615  -0.2095
H15 1.759 -5.606 -1.813  0.2056
C16 2.794 -3.735 -1.953  -0.2480
H16 3.716 -4.149 -2.376  0.2079
C17 2.687 -2.350 -1.762  -0.2219
H17 3.514 -1.695 -2.046  0.2009
C18 1.554 -1.782 -1.172  -0.2660
H18 1.430 -0.693 -1.088  0.1807
H19 -2.019 0.124 -0.223  -0.0089
H20 -2.333 0.363 0.469  -0.0776
C19 1.539 5.462 2.274  -0.6744
C20 0.403 5.230 1.339  0.1248
N1 0.230 4.251 0.471  -0.5507
C21 -0.906 4.452 -0.348  0.0805
C22 -1.598 5.608 -0.031  -0.4110
S1 -0.871 6.447 1.285  0.4495
C23 -1.137 3.623 -1.501  0.0951
C24 -2.012 3.913 -2.528  -0.4019
S2 -1.804 2.876 -3.896  0.4718
C25 -0.496 2.063 -3.035  0.1525
N2 -0.246 2.566 -1.824  -0.5826
C26 0.204 0.920 -3.662  -0.6928
H21 1.648 6.561 2.374  0.2390
H22 1.294 5.044 3.268  0.2532
H23 2.497 5.045 1.923  0.2519
H24 -2.455 5.982 -0.592  0.2495
H25 -2.738 4.720 -2.491  0.2447
H26 -0.018 -0.016 -3.113  0.2916
H27 -0.160 0.828 -4.696  0.2320
H28 1.293 1.084 -3.694  0.2458

# 3
The following is a DFT calculation (wB97M-V/def2-TZVPD) of a structure of composition C26H28F5I2N3O4PdS4.

DFT total energy = -4287.5759 hartree
relative energy (zero: lowest compared OMol25 entry of this formula, charge and spin) = 0.00 kcal/mol
net charge = +2
LUMO level = -7.30 eV

Last column: Löwdin charge in e.
Atoms and positions in Å:
Pd1 -0.307 -0.329 -0.138  0.3976
I1 -0.639 0.603 2.716  0.9811
C1 1.419 0.121 2.698  -1.0145
I2 2.136 0.282 0.692  1.0629
H1 1.548 -0.911 2.998  -0.0134
H2 1.981 0.814 3.311  -0.0140
C2 -3.251 1.274 -5.697  0.0298
C3 -1.906 1.720 -5.243  -0.1926
C4 -1.008 2.433 -6.011  0.0854
C5 0.236 2.753 -5.481  -0.2437
N1 0.562 2.387 -4.221  0.1458
C6 -0.324 1.746 -3.520  -0.5672
S1 0.171 1.440 -1.815  0.5794
N2 -1.529 1.394 -3.989  0.1663
C7 1.265 3.506 -6.242  0.0167
H3 -3.546 1.805 -6.598  0.1016
H4 -3.994 1.436 -4.918  0.1029
H5 -3.227 0.204 -5.915  0.1155
H6 -1.276 2.729 -7.015  0.1433
H7 -2.173 0.807 -3.405  0.0921
H8 0.925 3.770 -7.239  0.0963
H9 2.175 2.907 -6.313  0.1087
H10 1.523 4.416 -5.697  0.0944
O1 -2.428 -2.021 1.628  0.0236
C8 -2.927 -1.522 0.653  -0.5280
N3 -2.204 -0.920 -0.394  -0.2248
S2 -3.181 -0.096 -1.417  0.6497
O2 -2.992 -0.589 -2.777  -0.3082
O3 -3.000 1.325 -1.278  -0.3425
C9 -4.680 -0.683 -0.744  -0.2250
C10 -5.968 -0.461 -1.188  -0.0105
C11 -6.989 -1.039 -0.444  -0.0289
C12 -6.712 -1.801 0.689  -0.0218
C13 -5.406 -2.010 1.116  0.0285
C14 -4.388 -1.437 0.377  -0.1309
H11 -6.177 0.136 -2.065  0.1279
H12 -8.016 -0.892 -0.748  0.1221
H13 -7.531 -2.236 1.246  0.1221
H14 -5.180 -2.597 1.995  0.1338
F1 3.286 7.269 -2.401  0.1828
C15 2.422 6.337 -2.064  -0.1121
C16 1.293 6.129 -2.845  -0.1341
F2 1.094 6.861 -3.934  0.1482
C17 0.391 5.149 -2.487  -0.2349
F3 -0.689 4.973 -3.248  0.1007
C18 0.597 4.348 -1.367  -0.4472
S3 -0.592 3.142 -0.902  0.7540
C19 1.735 4.578 -0.597  -0.2218
F4 1.970 3.840 0.483  0.0769
C20 2.644 5.563 -0.933  -0.1272
F5 3.722 5.766 -0.192  0.1612
C21 -2.151 -6.000 0.982  -0.0978
C22 -0.670 -6.104 0.635  -0.2783
C23 0.111 -4.823 0.927  -0.3176
S4 -0.375 -3.506 -0.195  1.0118
O4 0.318 -2.266 0.427  -0.6954
C24 0.592 -3.906 -1.681  -0.3094
C25 1.951 -3.220 -1.778  -0.2819
C26 2.987 -3.688 -0.765  -0.0998
H15 -2.672 -6.918 0.715  0.0834
H16 -2.637 -5.176 0.456  0.0590
H17 -2.287 -5.837 2.051  0.0859
H18 -0.536 -6.404 -0.408  0.1036
H19 -0.205 -6.893 1.228  0.1228
H20 1.190 -4.953 0.861  0.0887
H21 -0.143 -4.428 1.913  0.1097
H22 -0.051 -3.623 -2.515  0.0922
H23 0.690 -4.994 -1.692  0.0977
H24 1.812 -2.138 -1.699  0.0710
H25 2.314 -3.411 -2.790  0.1206
H26 2.693 -3.437 0.254  0.0555
H27 3.948 -3.212 -0.956  0.0828
H28 3.142 -4.767 -0.828  0.0881